No. 1
Formula: C4H14O2S
Source: the OMol25 dataset
Level of theory: ωB97M-V with the def2-TZVPD basis set

The geometry in XYZ format:
```
21
Properties=species:S:1:pos:R:3:nbo_charge:R:1
C -0.05800 2.92386 -0.67057 -0.607
C -0.01685 1.66629 0.19221 -0.397
C -1.12034 0.70054 -0.22098 -0.413
C -0.93720 -0.73609 0.29484 -0.500
S -2.49469 -1.67553 0.44290 -0.055
H 0.91170 3.42843 -0.62665 0.207
H -0.28281 2.70776 -1.71296 0.206
H -0.76556 3.69993 -0.37782 0.213
H -0.13499 1.93003 1.24615 0.208
H 0.95178 1.16890 0.09439 0.182
H -1.21120 0.70744 -1.30587 0.202
H -2.14345 0.95260 0.07815 0.213
H -0.54940 -0.81409 1.29492 0.223
H -0.35413 -1.25500 -0.44674 0.192
H -3.19896 -1.23776 -0.61213 0.121
O 4.28187 0.96547 -0.14402 -0.924
H 3.66253 1.69493 -0.05831 0.464
H 3.88215 0.27655 0.39662 0.462
O 1.80955 -2.19487 -0.15030 -0.931
H 0.89640 -2.42163 -0.31199 0.472
H 1.84944 -1.32151 0.25817 0.462
```

Calculated values
- relative energy (zero: lowest compared OMol25 entry of this formula, charge and spin) (eV) = 0.7997
- LUMO level (eV) = 0.47
- SMILES = CCCCS.O.O
- HOMO (eV) = -9.33


No. 2
Formula: C30H43CdNO4P2S5
Source: the OMol25 dataset
Level of theory: ωB97M-V with the def2-TZVPD basis set

The geometry in XYZ format:
```
86
Properties=species:S:1:pos:R:3:lowdin_charge:R:1
Cd 0.28248 -0.04266 -0.14618 1.097
C 0.24967 -3.84707 0.85466 -0.156
C 0.62433 -3.26850 2.22514 -0.525
C 0.04626 -4.17798 3.31106 -0.142
P 0.20715 -1.43532 2.18516 1.035
C 1.29272 -0.71409 3.53180 -0.554
C 0.87953 0.74533 3.72389 -0.152
C 1.33045 -1.44005 4.87366 -0.123
C -1.44711 -1.09568 2.86243 -0.293
C -1.97654 -1.76593 3.96542 -0.084
C -3.14876 -1.38668 4.60057 -0.310
C -3.71796 -2.18532 5.74667 -0.079
C -3.78081 -0.23857 4.12330 -0.073
C -3.29883 0.44078 3.02885 -0.043
C -2.14652 0.02225 2.30551 -0.324
N -1.67254 0.71749 1.23717 -0.059
C -2.53277 1.43924 0.43819 -0.356
C -3.88528 1.12031 0.21192 -0.049
C -4.68631 1.91288 -0.58254 -0.059
C -4.18359 3.04206 -1.22353 -0.297
C -5.07864 3.96045 -2.01756 -0.079
C -2.82753 3.31138 -1.09065 -0.066
C -2.00379 2.53671 -0.28761 -0.330
P -0.21943 2.71893 -0.01786 1.024
C -0.30753 3.71572 1.57497 -0.525
C 1.07592 3.96565 2.18619 -0.144
C -1.12515 5.00062 1.47036 -0.115
C 0.35056 3.89004 -1.36667 -0.546
C 1.55523 4.73843 -0.96257 -0.132
C 0.72674 2.98159 -2.54539 -0.141
H 0.79788 -3.35580 0.05137 0.011
H 0.46288 -4.92099 0.81655 0.069
H -0.81371 -3.68805 0.66530 0.063
H 1.71646 -3.25252 2.32094 0.105
H -1.02997 -4.28665 3.16775 0.072
H 0.50022 -5.16992 3.22073 0.070
H 0.23892 -3.81724 4.32129 0.042
H 2.29315 -0.72816 3.08759 0.073
H -0.09175 0.80688 4.22183 0.079
H 1.61966 1.27568 4.32970 0.079
H 0.79922 1.24500 2.75812 0.003
H 0.32718 -1.54385 5.29259 0.061
H 1.78752 -2.42711 4.78888 0.058
H 1.92472 -0.85332 5.58211 0.070
H -1.45116 -2.62704 4.35609 0.068
H -2.92522 -2.67637 6.31496 0.065
H -4.28176 -1.54213 6.42632 0.062
H -4.39891 -2.96486 5.38868 0.067
H -4.67032 0.13196 4.62699 0.099
H -3.81003 1.33746 2.70481 0.100
H -4.27763 0.20603 0.63607 0.116
H -5.72160 1.62365 -0.73846 0.103
H -5.92195 3.41669 -2.44859 0.064
H -5.48521 4.75517 -1.38231 0.066
H -4.53073 4.44330 -2.82962 0.065
H -2.41852 4.15170 -1.64309 0.095
H -0.84513 3.01531 2.22250 0.088
H 1.54574 4.84897 1.75025 0.054
H 0.99875 4.12251 3.26609 0.072
H 1.73810 3.11569 2.01233 0.002
H -0.67464 5.69833 0.75903 0.060
H -2.14064 4.78492 1.14101 0.061
H -1.17461 5.49774 2.44534 0.070
H -0.46609 4.55057 -1.66935 0.080
H 2.32206 4.11566 -0.49517 0.066
H 1.99150 5.20043 -1.85368 0.069
H 1.28285 5.53855 -0.27185 0.047
H 1.58700 2.36485 -2.27118 0.068
H -0.09136 2.30861 -2.79909 0.047
H 0.98696 3.56912 -3.43227 0.069
O 7.26541 -1.74608 -0.77534 -0.139
C 6.10274 -1.39677 -0.69352 -1.091
S 5.51778 -0.13766 0.38174 0.890
C 3.79682 -0.19101 -0.05743 -1.217
C 3.46217 -1.11672 -0.98412 -1.208
S 1.89898 -1.44098 -1.66134 0.418
S 4.78530 -2.11305 -1.60888 0.891
S 2.75062 0.93657 0.71906 0.387
C -1.15301 -2.11152 -3.11524 -0.166
S -1.82662 -0.98271 -1.87887 0.341
O -1.04770 0.26329 -2.01689 -0.469
O -3.22369 -0.85201 -2.23830 -0.346
O -1.58288 -1.61936 -0.58200 -0.438
H -1.49208 -1.76997 -4.09049 0.052
H -1.53622 -3.10401 -2.88803 0.055
H -0.06864 -2.09303 -3.05324 -0.038
```

Calculated values
- relative energy (zero: lowest compared OMol25 entry of this formula, charge and spin) (eV) = 0.0000
- LUMO level (eV) = 4.36
- net charge = -2
- HOMO (eV) = -1.13


No. 3
Formula: C20H21N6OReS3
Source: the OMol25 dataset
Level of theory: ωB97M-V with the def2-TZVPD basis set

The geometry in XYZ format:
```
52
Properties=species:S:1:pos:R:3:nbo_charge:R:1
Re -0.77303 -0.32974 -0.36657 0.836
O 1.98567 2.21305 1.10984 -0.594
C 1.18688 1.31868 0.92424 0.659
N 0.13136 1.34629 0.06022 -0.631
C -0.07570 2.53059 -0.75182 -0.287
C -1.18638 2.26205 -1.72544 0.259
C -1.58925 3.21153 -2.65273 -0.228
C -2.61326 2.91504 -3.52997 -0.119
C -3.22781 1.66983 -3.46200 -0.247
C -2.78664 0.77182 -2.51921 0.073
N -1.78402 1.05396 -1.66657 -0.490
C 1.27613 0.01043 1.68065 0.133
C 2.16123 -0.14472 2.72561 -0.202
C 2.20804 -1.36550 3.38134 -0.135
C 1.36221 -2.38330 2.97114 -0.229
C 0.48329 -2.14489 1.92981 0.074
N 0.44181 -0.97233 1.29494 -0.444
H 0.83578 2.77790 -1.30668 0.257
H -0.32365 3.39977 -0.13473 0.231
H -1.08799 4.16948 -2.67963 0.240
H -2.93181 3.64387 -4.26297 0.238
H -4.02745 1.39601 -4.13451 0.243
H -3.21296 -0.21844 -2.42913 0.216
H 2.78900 0.69162 2.99985 0.254
H 2.89310 -1.52096 4.20410 0.236
H 1.36817 -3.35003 3.45361 0.241
H -0.20323 -2.90543 1.58283 0.214
N -3.24082 0.03979 1.16447 -0.810
C -3.28197 -1.32191 0.90471 0.381
C -4.20041 -2.17975 1.50278 -0.272
C -4.15545 -3.52128 1.19257 -0.123
C -3.19743 -3.97993 0.29171 -0.272
C -2.29782 -3.08204 -0.22857 0.066
N -2.31473 -1.76860 0.08645 -0.510
H -3.97122 0.39788 1.75955 0.409
H -3.10129 0.61599 0.34002 0.398
H -4.94241 -1.78103 2.18084 0.234
H -4.86609 -4.20493 1.63673 0.238
H -3.14017 -5.01938 0.00525 0.245
H -1.51100 -3.38139 -0.90607 0.234
S 0.33963 -1.20923 -1.89360 -0.064
S 2.47720 0.93346 -2.77157 -0.153
C 3.56550 0.79616 -1.54836 -0.075
N 4.33752 1.77389 -1.05622 -0.579
C 5.05062 1.52626 0.18728 -0.230
C 5.25801 0.01446 0.24619 -0.539
S 3.86579 -0.69995 -0.67753 0.301
H 4.13820 2.71450 -1.36007 0.421
H 4.45081 1.88148 1.02832 0.216
H 6.00492 2.05054 0.17690 0.220
H 5.24245 -0.35551 1.26899 0.233
H 6.19070 -0.28604 -0.22697 0.230
```

Calculated values
- relative energy (zero: lowest compared OMol25 entry of this formula, charge and spin) (eV) = 0.8161
- spin multiplicity = 2
- LUMO level (spin up / spin down) (eV) = -3.09 / -3.07
- net charge = +1
- HOMO (spin up / spin down) (eV) = -9.46 / -10.23
- expectation value of S² = 0.76


No. 4
Formula: C37H55AlF3O22S
Source: the OMol25 dataset
Level of theory: ωB97M-V with the def2-TZVPD basis set

The geometry in XYZ format:
```
119
Properties=species:S:1:pos:R:3:lowdin_charge:R:1
Al 0.96820 5.71136 0.91559 1.333
C 1.04998 0.86450 -1.08702 -0.654
F 2.36314 1.01772 -1.11148 0.151
F 0.44032 1.49626 -2.07755 0.166
F 0.81156 -0.44631 -1.12146 0.135
S 0.48279 1.54286 0.56292 0.509
O -0.96347 1.40131 0.58768 -0.267
O 1.21557 0.73432 1.52997 -0.255
O 0.96384 2.91602 0.56044 -0.335
O -0.96244 4.40238 2.32087 -0.103
H -1.43514 3.72473 1.79932 -0.018
O 5.35133 1.02282 -3.22471 0.109
C 5.01599 -0.13001 -3.30153 -0.490
O 5.80663 -1.14594 -2.94238 0.028
C 5.05606 -2.35649 -2.73110 -0.114
C 3.56411 -1.93718 -2.82637 -0.131
C 3.63532 -0.66826 -3.69404 -0.063
H 5.31872 -2.75200 -1.75274 0.123
H 5.37582 -3.04072 -3.51600 0.129
H 3.22020 -1.61361 -1.84287 0.099
H 2.87760 -2.63722 -3.29340 0.091
H 2.91366 0.10591 -3.44624 0.101
H 3.57856 -0.91705 -4.75301 0.133
O 0.87922 -2.29972 -5.06855 0.112
C -0.19002 -1.76464 -4.98367 -0.457
O -1.36890 -2.28183 -5.42842 0.035
C -2.47771 -1.36221 -5.23514 -0.102
C -1.77234 -0.04721 -4.91506 -0.161
C -0.46036 -0.40450 -4.34440 -0.096
H -3.03534 -1.66772 -4.34914 0.113
H -3.10271 -1.34781 -6.12193 0.132
H -2.38052 0.60259 -4.28584 0.100
H -1.59413 0.49445 -5.84728 0.129
H -0.40231 -0.56847 -3.26562 0.099
H 0.30550 0.33983 -4.55668 0.126
O -1.09646 4.40025 -0.80419 0.043
C -2.08401 3.76173 -1.10880 -0.452
O -2.29110 3.32624 -2.35906 0.055
C -3.65396 2.83481 -2.53588 -0.101
C -4.36723 3.24816 -1.28751 -0.115
C -3.28890 3.46533 -0.25322 -0.062
H -3.47336 1.76506 -2.64396 0.097
H -4.04661 3.31007 -3.43075 0.142
H -5.14485 2.52993 -1.03122 0.119
H -4.78206 4.22145 -1.55559 0.135
H -2.95123 2.59433 0.32034 0.090
H -3.56981 4.23869 0.45859 0.141
O -2.84255 -4.17736 -2.45355 0.124
C -1.69393 -4.37361 -2.16958 -0.439
O -0.91203 -3.25530 -2.00724 -0.008
C 0.45112 -3.65232 -1.86186 -0.174
C 0.41677 -5.09229 -1.38727 -0.131
C -0.94750 -5.66340 -1.83860 -0.022
H 0.90829 -2.99519 -1.12564 0.091
H 0.96693 -3.63291 -2.82277 0.106
H 0.52851 -5.06500 -0.29766 0.097
H 1.27972 -5.71535 -1.62026 0.124
H -1.50574 -6.21150 -1.08510 0.132
H -0.71411 -6.28415 -2.70150 0.131
O -0.37964 -5.75091 2.54155 0.125
C 0.03453 -4.62369 2.43485 -0.503
O 1.33215 -4.37456 2.24890 0.048
C 1.51496 -2.97537 2.04567 -0.141
C 0.15540 -2.38846 1.65573 -0.158
C -0.77699 -3.35464 2.35841 -0.071
H 2.13632 -2.80631 1.16525 0.122
H 1.90824 -2.46723 2.92485 0.131
H -0.01240 -2.32914 0.58355 0.090
H 0.06942 -1.44090 2.18596 0.083
H -1.73107 -3.44832 1.84163 0.123
H -1.02517 -3.09299 3.39081 0.129
O 2.40102 4.31500 3.18229 0.076
C 2.10066 3.54566 4.07828 -0.439
O 2.95816 3.23111 5.03960 0.087
C 2.29586 2.43872 6.05121 -0.107
C 0.93051 2.04087 5.50454 -0.127
C 0.74007 2.92842 4.26772 -0.068
H 2.27464 2.98586 6.99050 0.136
H 2.83786 1.50407 6.18196 0.131
H 0.10999 2.08900 6.21888 0.127
H 0.94023 0.99541 5.19642 0.106
H -0.00817 3.71058 4.39120 0.122
H 0.62627 2.37794 3.33244 0.096
O -4.92518 2.07622 4.65503 0.141
C -4.09207 1.25788 4.39178 -0.489
O -4.22429 -0.05231 4.60683 0.061
C -3.08847 -0.77860 4.14366 -0.130
C -2.03123 0.26270 3.67605 -0.145
C -2.78441 1.55494 3.71244 -0.072
H -3.31427 -1.43462 3.29963 0.108
H -2.78703 -1.47051 4.93050 0.127
H -1.64537 -0.08601 2.71810 0.072
H -1.12577 0.24416 4.28812 0.100
H -3.07485 1.68106 2.66080 0.102
H -2.20283 2.45094 3.91162 0.110
O 3.62221 4.13541 0.33672 0.061
C 4.48983 3.30375 0.21110 -0.453
O 5.57235 3.55507 -0.52654 0.065
C 6.48874 2.44370 -0.55263 -0.122
C 5.68455 1.30355 0.04396 -0.131
C 4.59357 1.95647 0.90035 -0.041
H 7.33165 2.72039 0.08296 0.131
H 6.84082 2.21864 -1.55603 0.122
H 6.36633 0.68359 0.62393 0.124
H 5.28482 0.78721 -0.82993 0.090
H 4.90559 1.98923 1.94208 0.137
H 3.59484 1.54199 0.78891 0.088
O -6.44900 0.21434 -0.60578 0.132
C -5.27169 -0.02553 -0.56035 -0.507
O -4.59750 -0.35044 -1.66119 0.039
C -3.22667 -0.73907 -1.42364 -0.126
C -3.17135 -0.91044 0.08753 -0.139
C -4.39063 -0.15903 0.66781 -0.039
H -2.52128 0.07892 -1.61883 0.105
H -2.89797 -1.56665 -2.04607 0.100
H -2.21147 -0.76904 0.57905 0.080
H -3.41054 -1.95720 0.31002 0.120
H -4.10639 0.84973 0.97552 0.096
H -4.89249 -0.68649 1.47341 0.131
```

Calculated values
- LUMO level (eV) = -9.76
- net charge = +1
- HOMO (eV) = -12.19